(1)
DFT (ωB97M-V/def2-TZVPD) results for the molecule C11H20NP.

Geometry as XYZ:
```
33
Properties=species:S:1:pos:R:3:forces:R:3
C -3.3191 2.7260 -0.0691 3.235 -1.468 -1.045
C -2.6086 1.5463 -0.0832 0.844 2.399 -0.067
C -3.1850 0.1467 -0.1747 -1.966 0.256 1.288
C -1.0433 1.6832 -0.1905 -2.204 -1.121 0.081
P 0.4454 0.9441 -1.0305 -0.699 0.572 1.080
N 0.8169 -0.4667 -0.1043 -0.425 -0.276 0.932
C 1.5806 -0.5396 1.1342 -0.865 4.381 0.011
C 0.7443 -0.2833 2.3869 -0.910 -0.045 1.402
C 2.6465 0.6066 1.1560 -0.059 -1.899 0.287
C 0.8843 -1.6978 -0.8456 1.547 2.223 -3.176
C 2.0316 -1.4589 -1.9322 0.038 0.633 1.809
C -0.4311 -1.9919 -1.4536 -0.665 -0.872 0.438
C 0.0675 2.2159 0.2352 -0.167 1.281 -0.521
H -4.3497 2.8171 -0.1714 -1.788 -0.346 0.141
H -2.7823 3.6515 -0.3198 -0.057 -0.354 0.703
H -3.2025 -0.4066 0.8186 0.135 0.830 -0.968
H -2.4996 -0.4036 -0.7850 -0.146 -0.531 -0.665
H -4.3087 0.1448 -0.5440 2.476 0.030 0.473
H 2.0369 -1.4705 1.1788 0.924 -1.704 0.218
H 0.2929 0.7773 2.4463 0.974 -1.598 -0.207
H -0.1359 -0.9821 2.4595 0.860 0.504 -0.005
H 1.4340 -0.4509 3.2884 -1.189 0.288 -1.024
H 2.2063 1.5002 0.6889 0.362 0.013 1.407
H 3.4263 0.3391 0.4707 0.795 -0.223 -0.303
H 3.0381 0.5121 2.2018 -0.076 1.366 -0.970
H 1.1527 -2.4617 -0.2340 0.959 -2.170 1.969
H 2.8713 -0.8614 -1.4219 -1.179 -0.941 -0.959
H 2.4301 -2.3122 -2.4185 0.428 -1.187 -0.151
H 1.5888 -0.8888 -2.7238 -0.062 0.723 -0.413
H -0.3667 -2.6271 -2.3245 -0.139 -0.351 -0.163
H -0.7884 -1.0371 -1.7291 -0.940 0.752 -0.835
H -1.1119 -2.3953 -0.6777 0.201 0.054 -0.567
H 0.4386 3.1247 0.7686 -0.242 -1.219 -0.202
```
Forces are in eV/Å.

Computed properties:
SMILES ... C=C(C)C1=P(N(C(C)C)C(C)C)=C1
ΔE to the lowest compared entry with this formula, charge and spin ... 72.41 kcal/mol
LUMO ... 0.036 Eh
Multiplicity ... 1
Energy ... -22506.0699 eV

=====

(2)
DFT (ωB97M-V/def2-TZVPD) results for C11H20O3PPt as an isolated structure.

Geometry as XYZ:
```
36
Properties=species:S:1:pos:R:3:forces:R:3
Pt 1.8649 0.2054 0.0741 -0.797 0.040 -0.151
C 3.8365 -0.7625 0.6428 0.600 -0.111 -0.035
C 3.9842 -0.2343 -0.6859 0.496 -0.018 0.107
C 4.0143 1.1942 -0.5868 0.277 -0.042 -0.029
C 3.8960 1.5443 0.7911 0.174 0.079 0.035
C 3.7793 0.3426 1.5509 0.274 -0.085 0.027
H 3.9324 -1.8039 0.9214 -0.196 -0.033 -0.010
H 4.1936 -0.8088 -1.5783 -0.169 -0.036 -0.039
H 4.2177 1.8823 -1.3975 -0.192 0.004 -0.041
H 3.9908 2.5412 1.1975 -0.198 0.088 0.023
H 3.7793 0.2706 2.6289 -0.186 0.012 0.078
C -2.4031 -2.2676 -1.8157 0.264 0.352 -0.588
C -1.3913 -1.4185 -2.5090 -1.103 0.012 2.349
O -0.6119 -0.5105 -1.7254 -0.282 -1.004 -1.928
P -0.3890 -0.0075 -0.2473 -2.013 1.116 2.867
O -1.2377 1.3417 -0.0753 0.889 -2.328 -0.250
C -1.1186 2.6000 -0.7575 0.548 1.470 -0.980
C -2.1121 3.5832 -0.2100 -0.524 -0.004 0.930
O -1.1745 -1.0428 0.6422 1.334 0.642 -2.292
C -1.4597 -1.0852 2.0502 -0.502 0.444 2.100
C -1.8280 -2.4814 2.4605 0.331 -0.800 -0.392
H -3.0436 -2.7401 -2.5642 0.096 0.033 -0.133
H -3.0168 -1.7021 -1.1146 -0.052 0.098 0.228
H -1.9496 -3.0922 -1.2551 0.135 -0.201 0.322
H -1.8752 -0.7855 -3.2764 0.244 0.315 -0.726
H -0.6727 -2.0374 -3.0756 0.507 0.104 -0.633
H -1.3154 2.4462 -1.8302 -0.030 -0.217 0.236
H -0.0893 2.9904 -0.6777 -0.250 -0.301 0.136
H -3.1213 3.1609 -0.1498 0.128 0.046 -0.375
H -2.1254 4.4747 -0.8362 -0.010 -0.072 -0.044
H -1.8878 3.8888 0.8212 0.250 -0.056 -0.297
H -2.3004 -0.4006 2.2490 0.248 -0.131 -0.353
H -0.6076 -0.7040 2.6300 -0.020 -0.092 -0.303
H -2.5760 -2.9143 1.7897 -0.162 0.227 0.228
H -2.2029 -2.4895 3.4834 -0.122 0.145 -0.071
H -0.9798 -3.1780 2.4365 0.013 0.304 0.005
```
Forces are in eV/Å.

Computed properties:
Expectation value of S² ... 6.015
LUMO (alpha / beta) ... -0.354 / -0.612 Eh
Net charge ... +3
Multiplicity ... 5
Energy ... -30373.7609 eV

=====

(3)
DFT (ωB97M-V/def2-TZVPD) results for C11H21ClF3LuO4P2 as an isolated structure.

Geometry as XYZ:
```
43
Properties=species:S:1:pos:R:3:forces:R:3
C -2.5454 -0.2377 -2.4935 0.730 -1.690 -1.015
C -2.0639 0.6935 -1.4566 -4.517 6.221 1.110
H -3.1550 0.2237 -3.3028 0.344 0.443 0.848
H -3.1303 -1.0442 -2.0069 0.377 0.335 -0.032
H -1.6656 -0.7125 -2.9671 -0.461 -0.081 0.229
O -2.4349 1.7886 -1.1089 2.697 -5.161 -1.198
Cl -0.4828 -2.7497 -1.0103 -0.160 0.277 -0.027
Lu -0.0400 -0.5375 -0.1831 2.107 -0.901 0.150
P -1.8409 -0.4959 1.6822 -2.355 -0.272 2.093
C -2.3067 0.9223 2.6915 0.261 0.513 -0.385
C -3.3495 -1.3403 1.1280 0.027 -0.019 -0.437
H -3.9329 -1.6809 1.9886 0.050 0.068 -0.048
H -1.7100 -2.1344 3.4774 -0.241 0.138 -0.134
H -3.0817 -2.2002 0.5019 -0.004 0.046 0.246
H -0.5215 -2.4691 2.2003 -0.154 -0.019 0.148
H -2.7674 1.6783 2.0431 -0.057 -0.078 0.255
H -3.9555 -0.6637 0.5161 -0.029 -0.011 0.238
C -0.9939 -1.6744 2.7920 0.876 -0.153 -0.452
H -3.0117 0.6250 3.4778 0.100 -0.063 -0.176
H -0.2036 -1.1873 3.3727 -0.228 0.110 -0.124
H -1.4016 1.3548 3.1376 -0.187 -0.137 -0.034
P 1.4218 0.4872 -2.0774 1.008 0.265 -1.153
C 2.0291 2.1837 -2.0739 -0.178 0.335 0.000
C 2.8928 -0.5503 -1.7428 -0.006 -0.416 0.120
H 0.5783 -0.9746 -3.8225 0.228 0.153 0.043
H 1.7021 0.2462 -4.4900 -0.180 -0.020 0.120
H 0.0255 0.6892 -4.0480 0.260 0.030 -0.043
C 0.8927 0.0768 -3.7705 -0.149 -0.029 -0.126
H 2.5766 -1.5395 -1.3840 0.136 0.102 -0.152
H 3.4967 -0.6954 -2.6442 -0.154 0.115 0.038
H 2.7619 2.3468 -2.8699 -0.098 -0.031 0.107
H 2.4902 2.4042 -1.1053 -0.007 -0.053 -0.156
H 3.5215 -0.1172 -0.9579 -0.219 0.066 -0.133
H 1.1816 2.8636 -2.2062 0.192 0.048 -0.086
C -0.0122 2.0730 0.5405 0.093 3.730 0.671
O 0.0235 3.2003 0.7650 -0.096 -3.748 -0.707
F 3.0749 -0.6612 4.0446 -0.189 0.408 -1.241
C 3.2614 -0.2658 2.7586 1.358 -0.368 0.725
F 4.1513 0.7566 2.7678 -1.087 -0.713 -0.200
F 3.8284 -1.2978 2.0876 -0.578 0.851 0.435
C 1.9001 0.1464 2.1019 -0.262 0.664 0.736
O 1.2268 1.0635 2.5684 0.776 -1.280 -0.615
O 1.5699 -0.5943 1.0782 -0.022 0.327 0.363
```
Forces are in eV/Å.

Computed properties:
ΔE to the lowest compared entry with this formula, charge and spin ... 38.99 kcal/mol
LUMO (alpha / beta) ... -0.396 / -0.443 Eh
Net charge ... +2
Multiplicity ... 1
Energy ... -92795.7987 eV

=====

(4)
DFT (ωB97M-V/def2-TZVPD) results for a 2-piece molecular cluster, C11H21FN3O4PS overall.

Geometry as XYZ:
```
42
Properties=species:S:1:pos:R:3:forces:R:3
C 2.2136 2.2812 -0.2075 -0.063 -0.105 0.178
C 1.1137 1.2848 0.1619 0.381 0.302 0.120
F 0.7075 1.5390 1.4526 0.087 -0.096 -0.703
C 1.6118 -0.1625 0.1142 -0.203 -0.091 1.305
N 2.7414 -0.2422 1.1109 0.568 -0.224 -1.372
C 3.8532 -0.6056 0.7142 -0.482 -0.083 1.126
S 5.0765 -1.2209 -0.1036 0.109 0.204 -0.496
N 2.0311 -0.5033 -1.2926 -0.594 0.491 -0.894
C 1.8112 -1.9438 -1.5170 -0.912 -1.225 0.378
C 0.4482 -2.1472 -0.8289 0.858 0.691 -0.700
C 0.6213 -1.3160 0.4438 0.081 -0.545 0.597
C -0.5916 -1.0528 1.3443 0.091 0.428 -0.350
C -1.7448 -0.2111 0.8124 -0.348 -0.784 -0.308
C -2.4690 -0.7534 -0.4434 -0.008 0.570 0.169
C -2.1216 0.0602 -1.6776 -0.105 -0.669 -0.254
N -2.8261 -0.4292 -2.8874 0.272 0.202 0.111
H 1.7836 3.2270 -0.5193 -0.109 0.117 0.065
H 2.8611 1.9303 -1.0104 -0.009 -0.060 -0.147
H 2.8394 2.4373 0.6658 0.065 0.017 0.089
H 0.2699 1.4212 -0.5221 -0.229 -0.142 0.078
H 1.3137 -0.0564 -1.9011 0.328 0.150 -0.064
H 2.9297 -0.1449 -1.6379 0.267 -0.200 0.379
H 2.5576 -2.5707 -1.0461 0.464 0.384 0.099
H 1.7620 -2.1853 -2.5709 0.252 0.288 -0.238
H -0.2950 -1.7744 -1.5295 -0.316 -0.112 0.195
H 0.2935 -3.2004 -0.6311 -0.268 -0.114 0.114
H 1.2555 -1.9712 1.0472 0.064 0.038 0.188
H -0.2198 -0.5824 2.2530 -0.123 0.100 0.131
H -0.9787 -2.0311 1.6374 -0.015 -0.185 -0.010
H -1.4796 0.8267 0.6567 0.069 0.169 0.204
H -2.4765 -0.1761 1.6125 0.066 0.259 0.192
H -2.2682 -1.8113 -0.6203 -0.005 -0.182 -0.003
H -3.5421 -0.6479 -0.2937 -0.139 -0.120 -0.034
H -2.3902 1.0983 -1.5082 0.019 0.140 0.040
H -1.0375 -0.0085 -1.8317 0.131 0.418 0.013
H -2.6632 0.2393 -3.6319 -0.105 0.085 -0.075
H -2.3447 -1.2643 -3.2037 -0.123 -0.201 0.023
O -1.5123 1.1796 3.9169 -0.092 -0.243 -0.019
P -2.1316 2.5277 3.4692 0.009 0.000 0.135
O -1.0834 3.6515 3.5475 -0.331 0.077 0.005
O -3.3901 2.8141 4.3009 0.352 0.069 0.073
O -2.4964 2.3064 1.9823 0.047 0.181 -0.338
```
Forces are in eV/Å.

Computed properties:
LUMO ... 0.119 Eh
Net charge ... -2
Multiplicity ... 1
Energy ... -47244.5242 eV

=====

(5)
DFT (ωB97M-V/def2-TZVPD) results for C11H21MnN4O5PS4 as an isolated structure.

Geometry as XYZ:
```
47
Properties=species:S:1:pos:R:3:forces:R:3
Mn 0.4337 0.7832 -0.8346 -0.162 0.031 -0.143
C 1.7656 4.5228 3.0821 -0.001 0.000 0.017
C 2.3093 3.9201 1.8047 0.006 0.044 -0.006
O 2.4881 2.5169 1.9838 -0.059 -0.066 -0.004
P 1.7325 1.4865 0.9497 0.095 0.178 0.028
S 2.6543 1.8208 -0.8415 -0.015 -0.032 0.128
S -0.2750 1.8790 1.2834 0.113 -0.103 -0.112
O 2.2352 0.1349 1.7027 -0.069 -0.031 -0.042
C 2.1998 0.0242 3.1340 0.013 -0.005 -0.006
C 3.5981 0.1158 3.7035 0.011 0.003 0.017
H 1.6563 5.6046 2.9790 0.005 0.000 -0.010
H 2.4388 4.3222 3.9175 -0.005 -0.006 0.001
H 0.7897 4.0916 3.3072 0.001 -0.001 -0.001
H 3.2820 4.3454 1.5455 -0.003 -0.006 -0.007
H 1.6309 4.1134 0.9708 -0.008 -0.010 0.002
H 1.7524 -0.9482 3.3528 0.006 -0.004 0.001
H 1.5481 0.7943 3.5474 0.001 0.004 0.000
H 4.2380 -0.6539 3.2703 -0.003 0.000 -0.003
H 3.5725 -0.0250 4.7865 -0.005 0.000 0.001
H 4.0268 1.0920 3.4833 -0.004 -0.001 -0.004
N -1.8591 -0.0999 -1.1547 -0.023 -0.023 -0.054
N -2.6737 0.9890 -1.4748 0.036 0.061 0.167
C -2.1808 2.0523 -2.1296 0.011 -0.035 -0.082
N -3.0462 3.0850 -2.2747 -0.021 0.031 0.023
S -0.6520 2.1105 -2.8094 0.052 -0.026 0.066
H -2.0701 -0.8890 -1.7628 0.003 -0.006 -0.016
H -2.0352 -0.3742 -0.1941 0.019 0.049 -0.003
H -3.5829 1.0416 -1.0435 -0.050 -0.047 -0.081
H -3.8285 3.1801 -1.6477 -0.010 -0.017 -0.009
H -2.6469 3.9347 -2.6327 0.010 -0.006 -0.003
N 0.9474 -1.4011 -0.4756 0.123 0.198 0.300
C 0.0732 -2.3508 -1.0778 -0.080 0.000 -0.014
C 0.1035 -2.5721 -2.4462 -0.052 -0.049 -0.044
C -0.8974 -3.3319 -3.0434 0.032 0.059 -0.033
C -1.9354 -3.8550 -2.2888 -0.023 -0.021 0.023
C -1.9409 -3.6594 -0.9136 0.008 -0.009 0.025
C -0.9377 -2.9203 -0.3085 0.002 -0.018 0.027
S -3.2929 -4.7597 -3.0478 0.061 -0.028 0.038
O -4.4706 -4.0987 -2.5015 -0.023 0.020 0.001
O -3.0947 -4.5690 -4.4746 -0.005 0.008 -0.034
O -3.1056 -6.1243 -2.5816 -0.028 0.023 -0.004
H 1.9381 -1.5227 -0.6468 0.017 -0.062 -0.287
H 0.8473 -1.3784 0.5319 0.021 -0.074 0.135
H 0.8725 -2.1109 -3.0559 0.018 0.019 0.042
H -0.9076 -3.4890 -4.1140 -0.019 -0.022 0.004
H -2.7487 -4.0753 -0.3252 -0.009 -0.019 -0.020
H -0.9522 -2.7520 0.7653 0.012 -0.002 -0.024
```
Forces are in eV/Å.

Computed properties:
Expectation value of S² ... 6.239
LUMO (alpha / beta) ... 0.072 / 0.073 Eh
Net charge ... -1
Multiplicity ... 5
Energy ... -111901.0986 eV

=====

(6)
DFT (ωB97M-V/def2-TZVPD) results for an isolated ion of composition C11H21N2O and charge +1.

Geometry as XYZ:
```
35
Properties=species:S:1:pos:R:3:forces:R:3
C 3.3424 0.1047 0.0205 -0.801 -0.639 -1.670
C 1.0627 2.9285 -0.5887 6.395 7.662 -0.803
C 0.1483 1.9853 -0.6048 -5.471 -9.062 1.905
C -1.3756 -2.6765 0.6790 0.245 -0.704 3.294
C -2.3178 -0.1105 -1.4021 -1.859 -1.136 1.427
C 0.7195 1.0853 1.7331 3.626 0.787 1.691
C 2.4078 -0.4521 -0.9349 -2.436 1.693 -0.948
C -0.9675 -1.2733 0.9540 -1.589 -0.133 4.139
C -0.8732 -0.4925 -1.3445 -1.005 1.150 0.112
C 1.1256 -1.0956 -0.2116 1.889 -3.586 0.602
C -0.1353 1.0278 0.5287 -0.981 0.687 1.039
N 4.1225 0.5161 0.7299 1.306 0.763 1.422
N -0.2209 -0.5123 0.0181 0.445 2.216 -2.870
O -1.4559 1.3645 0.9281 -1.425 1.271 1.839
H 0.8756 3.7335 -1.2917 0.611 0.209 0.319
H 1.8813 2.9715 0.0910 0.406 0.160 0.259
H -0.7635 2.0798 -1.0748 -1.596 0.762 -1.361
H -1.9164 -2.7794 -0.1577 -1.890 -0.172 -3.463
H -0.5227 -3.3090 0.6003 0.432 -0.972 0.278
H -2.1560 -3.0186 1.4805 1.947 0.557 -1.045
H -2.9118 -0.5141 -0.5420 0.404 -0.093 -0.887
H -2.5575 0.9328 -1.3158 0.262 0.556 -0.457
H -2.7141 -0.5685 -2.3104 -0.191 0.397 0.043
H 0.6102 0.4314 2.6375 -0.737 0.130 -1.261
H 1.8160 0.9167 1.4532 -1.435 0.520 0.452
H 0.6870 2.1158 2.2138 0.029 -0.955 -0.975
H 2.9234 -1.1578 -1.6482 -0.738 0.447 1.090
H 1.9611 0.3916 -1.6223 1.136 -1.278 1.190
H -0.3838 -1.2328 1.9444 -0.991 -0.063 -1.433
H -1.9425 -0.7714 1.1218 1.060 0.254 0.049
H -0.4213 0.3362 -1.8484 1.141 -0.143 -0.704
H -0.7764 -1.4126 -1.8822 0.652 -0.612 0.175
H 0.9662 -1.9245 -0.9614 -0.287 0.481 1.336
H 1.3427 -1.5921 0.8278 0.348 0.954 -2.121
H -1.5804 1.9722 1.7797 1.095 -2.107 -2.662
```
Forces are in eV/Å.

Computed properties:
ΔE to the lowest compared entry with this formula, charge and spin ... 23.87 kcal/mol
Expectation value of S² ... 2.006
LUMO (alpha / beta) ... -0.091 / -0.241 Eh
Net charge ... +1
Multiplicity ... 3
Energy ... -16760.5737 eV

=====

(7)
DFT (ωB97M-V/def2-TZVPD) results for an isolated ion of composition C11H21N2O2 and charge +1.

Geometry as XYZ:
```
36
Properties=species:S:1:pos:R:3:forces:R:3
C -2.2581 1.5252 -2.0767 -2.022 -3.287 -0.553
C -1.1549 0.6856 -1.4305 -1.598 4.516 0.581
C -0.8912 1.4442 -0.1100 -2.213 1.204 0.511
C 0.2735 0.8766 0.5694 0.835 -2.202 -0.546
C 0.1568 -0.6925 0.7140 -1.970 3.202 0.292
C -0.9009 -1.0807 1.7205 1.756 -2.703 -1.158
C -0.9078 -2.6783 1.6825 0.887 0.523 -0.403
N 0.4477 1.4729 1.8856 0.522 -0.265 0.952
C 1.4970 2.1941 1.9282 1.100 1.990 -0.715
N 2.0709 2.3483 0.7595 0.410 -0.769 -2.032
C 1.6486 1.3757 -0.1963 -2.943 -3.539 -0.140
C 2.6093 0.1569 -0.3693 -0.452 0.091 -0.914
O 3.5630 -0.0655 0.3141 0.086 0.303 0.454
O 2.2586 -0.6381 -1.4350 -0.132 2.300 2.102
C 3.2343 -1.6463 -1.6419 -2.061 0.709 -0.041
H -3.0413 1.9342 -1.4339 -0.053 -0.742 0.340
H -2.7078 0.8414 -2.8635 0.095 1.284 0.699
H -1.8958 2.3592 -2.5076 1.508 2.761 -1.891
H -0.3742 0.6957 -2.1560 1.036 -0.310 -0.107
H -1.5988 -0.2325 -1.3565 -0.395 -2.624 0.870
H -1.8433 1.5162 0.5841 1.627 -1.018 -1.264
H -0.7841 2.5665 -0.2056 0.348 -1.025 -0.680
H 0.0341 -1.1933 -0.2040 -0.557 -0.092 -1.284
H 1.0666 -0.9935 1.0101 3.381 -1.329 1.610
H -0.6725 -0.6557 2.6758 -0.016 -0.140 0.806
H -1.8298 -0.7428 1.3905 -1.713 0.609 -0.403
H -0.5287 -3.0631 0.6457 -1.577 0.729 1.542
H -1.9196 -2.9879 2.0159 0.889 -0.493 -0.506
H -0.0945 -3.1135 2.3021 -0.799 0.417 0.231
H -0.0688 1.4450 2.7421 -0.857 -0.741 -0.064
H 1.8097 2.7655 2.7685 0.203 0.226 0.665
H 2.8536 2.8353 0.4222 1.356 1.211 0.994
H 1.2788 1.5396 -1.2436 0.734 1.254 1.071
H 4.1618 -1.2663 -1.5747 3.363 1.793 -0.985
H 2.8904 -2.0360 -2.5230 0.041 -1.501 -2.209
H 3.3112 -2.2924 -0.8580 -0.819 -2.342 2.174
```
Forces are in eV/Å.

Computed properties:
SMILES ... CCCC1(CCC)[NH+]=CN[C@H]1C(=O)OC
ΔE to the lowest compared entry with this formula, charge and spin ... 0.00 kcal/mol
LUMO ... -0.117 Eh
Net charge ... +1
Multiplicity ... 1
Energy ... -18814.4441 eV